Entry 1:
Computed, not measured: an isolated molecule of C4H9N5 at a distorted geometry, with the ωB97M-V functional and the def2-TZVPD basis.

As for the spin multiplicity: 1. The HOMO energy is -9.43 eV. As for the SMILES: [H]/N=C\N(/C=N\C)/C(N)=N/[H]. The LUMO energy comes out at 0.02225 hartree. Its orbital gap is 10.0 eV. The value obtained for the energy relative to the best compared isomer or geometry (same formula, charge and spin) is 33.1 kcal/mol. The electronic energy is -11743.19538 eV. As for the total charge: 0.

Last column: Mulliken charge in e.
CARTESIAN COORDINATES (ANGSTROEM)
H 1.660915 1.387136 -0.892027  0.310
N 1.121768 2.163520 -0.526731  -0.674
C 0.055294 1.641904 -0.080992  -0.024
N -0.317474 0.309196 -0.054741  0.060
C 0.501622 -0.590778 -0.770650  -0.348
N 1.561707 -1.078878 -0.439301  -0.373
C 2.324249 -0.613932 0.706050  -0.796
C -1.694212 -0.013862 0.056348  0.430
N -1.985584 -1.334690 -0.303161  -0.493
N -2.488633 0.933428 0.361340  -0.641
H -3.480881 0.610702 0.279720  0.213
H -0.679031 2.356644 0.368695  0.429
H 0.056638 -0.877622 -1.741944  0.472
H 1.839864 0.040411 1.454191  0.274
H 3.146878 -0.001750 0.276859  0.314
H 2.709238 -1.397842 1.329974  0.347
H -1.328833 -2.008644 0.100586  0.235
H -3.003521 -1.524938 -0.124219  0.266

Forces on the atoms, in the same order (eV/Å):
0.84 0.09 -0.44
-0.18 -0.91 -0.02
-0.93 2.65 1.12
-0.26 -0.12 0.35
-3.08 0.09 -1.92
3.38 -0.96 1.09
0.03 1.28 0.38
0.20 0.82 -0.29
-1.17 0.26 0.72
-1.43 -0.92 -0.53
1.08 0.33 0.45
0.43 -1.11 -0.39
0.20 -0.11 0.46
-0.46 0.00 -0.64
-0.23 -0.61 0.41
0.45 -0.79 -0.35
-0.61 0.12 -0.26
1.74 -0.11 -0.16

=====

Entry 2:
Computed, not measured: an isolated molecule of C4H9N5, with the ωB97M-V functional and the def2-TZVPD basis.

As for the spin multiplicity: 1. The HOMO energy is -9.65 eV. As for the SMILES: C[C@H](NN)c1ncn[nH]1. The LUMO energy comes out at 0.02642 hartree. Its orbital gap is 10.4 eV. The value obtained for the energy relative to the best compared isomer or geometry (same formula, charge and spin) is 25.6 kcal/mol. The electronic energy is -11743.52364 eV. As for the total charge: 0.

Last column: Mulliken charge in e.
CARTESIAN COORDINATES (ANGSTROEM)
C 1.343082 -1.385004 0.832775  -1.548
C 0.687377 -0.046038 0.522714  0.787
N -0.182954 0.340904 1.637043  -0.289
N -0.645494 1.671313 1.626402  -0.649
C -0.149685 -0.159088 -0.708495  0.072
N -0.727811 -1.239888 -1.178081  -0.578
C -1.387219 -0.809653 -2.271095  -0.135
N -1.251862 0.471804 -2.508088  -0.824
N -0.462627 0.888346 -1.507650  0.283
H 0.567732 -2.127317 0.992624  0.359
H 1.960785 -1.700065 -0.003323  0.378
H 1.962716 -1.307380 1.723217  0.402
H 1.465962 0.727485 0.340581  0.207
H 0.298188 0.185789 2.518802  0.288
H 0.084838 2.341931 1.364333  0.255
H -1.414487 1.748087 0.967157  0.291
H -1.968272 -1.455978 -2.895047  0.451
H -0.180270 1.854753 -1.453870  0.251

Forces on the atoms, in the same order (eV/Å):
-0.10 0.24 -0.03
0.12 0.11 0.14
0.28 -0.16 0.22
0.00 0.29 -0.16
0.00 0.36 -0.24
0.27 -0.38 0.48
0.14 0.35 0.10
-0.38 0.42 -0.66
0.10 -0.44 0.21
-0.02 -0.11 0.01
0.06 -0.06 -0.02
0.07 0.01 0.08
-0.18 -0.17 0.06
-0.13 0.02 -0.17
-0.15 -0.20 -0.01
0.11 -0.01 0.18
-0.16 -0.09 -0.21
-0.01 -0.17 0.02

=====

Entry 3:
Computed, not measured: a 2-piece molecular cluster, C4H9N5O overall at a distorted geometry, with the ωB97M-V functional and the def2-TZVPD basis.

As for the spin multiplicity: 1. The HOMO energy is -8.66 eV. As for the SMILES: [H]/N=C\NN.Cc1cnno1. The LUMO energy comes out at 0.02443 hartree. Its orbital gap is 9.3 eV. The value obtained for the energy relative to the best compared isomer or geometry (same formula, charge and spin) is 25.0 kcal/mol. The electronic energy is -13788.80731 eV. As for the total charge: 0.

Last column: Mulliken charge in e.
CARTESIAN COORDINATES (ANGSTROEM)
H 1.276999 -1.443169 -0.337164  0.451
N 2.230806 -1.766773 -0.082699  -0.718
C 2.985240 -0.776433 0.162956  0.006
N 2.547477 0.537207 0.236045  -0.048
N 3.333079 1.660840 -0.028559  -0.642
H 4.033661 -0.911430 0.418166  0.375
H 1.614521 0.671080 -0.111999  0.364
H 3.955598 1.504609 -0.820983  0.219
H 3.885298 1.903375 0.789611  0.231
C -4.036723 0.643890 0.187466  -1.052
C -2.571980 0.312401 0.023570  0.510
C -1.416366 0.943343 -0.226727  -0.415
N -0.402731 0.010136 -0.336127  -0.048
N -0.900268 -1.132683 -0.095406  -0.384
O -2.216565 -0.978399 0.129577  -0.112
H -4.653491 0.087988 -0.529212  0.296
H -4.160273 1.710223 -0.009118  0.307
H -4.411080 0.406191 1.201348  0.282
H -1.228285 1.998027 -0.373640  0.376

Forces on the atoms, in the same order (eV/Å):
0.92 -0.41 0.32
-0.21 0.05 -0.30
-0.47 0.33 0.02
-0.34 -0.05 0.02
0.81 0.09 -0.03
0.13 -0.06 -0.03
-0.18 -0.15 0.02
-0.08 0.07 0.21
-0.06 -0.07 -0.20
0.49 0.04 0.13
-0.41 -0.68 0.34
0.61 1.28 -0.61
-1.08 -0.02 0.50
0.67 0.66 -0.35
-1.35 -0.98 0.21
0.29 0.07 0.11
-0.10 -0.11 0.12
0.36 0.14 -0.48
0.01 -0.22 -0.01

=====

Entry 4:
Computed, not measured: C4H9N5S as an isolated structure at a distorted geometry, with the ωB97M-V functional and the def2-TZVPD basis.

As for the spin multiplicity: 1. The HOMO energy is -7.90 eV. The LUMO energy comes out at 0.01588 hartree. Its orbital gap is 8.3 eV. The value obtained for the energy relative to the best compared isomer or geometry (same formula, charge and spin) is 45.1 kcal/mol. The electronic energy is -22575.38479 eV. As for the total charge: 0.

Last column: Mulliken charge in e.
CARTESIAN COORDINATES (ANGSTROEM)
C -1.762017 1.001407 -0.128139  0.550
C 0.730760 1.431324 0.063196  0.344
C 1.427485 -1.334635 1.225809  -0.767
C 0.421751 -1.304980 -1.042101  -0.900
N -1.403727 2.161616 -0.522732  -0.706
N -0.062366 2.457347 -0.264248  0.047
N 0.011069 0.391326 0.471540  -0.189
N -2.672021 0.015117 -0.154429  -0.373
N 0.255009 -0.994746 0.409498  -0.093
S 2.312683 1.908107 0.259304  -0.480
H 1.148096 -1.274881 2.318503  0.249
H 1.653974 -2.503889 0.928790  0.247
H 2.291978 -0.755923 1.023412  0.362
H 0.475050 -2.381378 -1.105177  0.372
H -0.447627 -0.937499 -1.575887  0.297
H 1.327343 -0.793135 -1.411729  0.314
H 0.507090 3.258970 -0.567544  0.216
H -3.596101 0.334619 -0.412376  0.262
H -2.618430 -0.678767 0.484310  0.247

Forces on the atoms, in the same order (eV/Å):
6.45 0.64 0.69
0.19 -0.02 1.56
-0.95 -3.84 0.38
0.53 0.18 1.14
-1.47 -1.07 0.49
-1.21 -0.12 -0.80
-3.87 0.02 -0.83
-0.78 3.65 -2.90
0.18 1.26 -0.95
1.37 -0.68 -0.17
0.36 -0.09 -1.22
-0.44 2.89 1.02
0.80 0.62 -0.28
0.21 -0.28 -0.39
-0.12 -0.04 -0.02
-0.21 -0.40 -0.14
-1.43 0.01 -0.15
-0.10 -0.27 0.05
0.48 -2.47 2.52

=====

Entry 5:
Computed, not measured: an isolated molecule of C4H9NO at a distorted geometry, with the ωB97M-V functional and the def2-TZVPD basis.

As for the spin multiplicity: 1. The HOMO energy is -9.57 eV. As for the SMILES: CCC(=O)NC. The LUMO energy comes out at 0.03289 hartree. Its orbital gap is 10.5 eV. The value obtained for the energy relative to the best compared isomer or geometry (same formula, charge and spin) is 10.9 kcal/mol. The electronic energy is -7831.84760 eV. As for the total charge: 0.

Last column: Mulliken charge in e.
CARTESIAN COORDINATES (ANGSTROEM)
C 1.375701 -1.806257 0.609040  -1.199
C 1.227106 -0.328612 0.334540  -0.289
C -0.125759 -0.060735 -0.373247  0.501
O -0.644409 -0.907732 -1.066035  -0.616
N -0.591609 1.202320 -0.208558  -0.212
C -1.954026 1.594216 -0.554557  -0.809
H 2.389001 -2.084719 0.915898  0.358
H 1.192545 -2.453222 -0.246856  0.293
H 0.719160 -2.171933 1.404086  0.307
H 1.235097 0.272979 1.227592  0.309
H 2.011082 0.040009 -0.335638  0.255
H -0.022913 1.748411 0.409374  0.223
H -2.042032 2.661810 -0.724599  0.337
H -2.078110 1.100920 -1.526347  0.281
H -2.690836 1.192549 0.135309  0.260

Forces on the atoms, in the same order (eV/Å):
0.63 -0.95 0.47
-0.89 -0.09 -0.93
1.04 -0.17 -0.12
-0.60 -0.04 -0.06
-0.07 0.23 0.59
0.84 -0.87 -1.20
0.01 0.35 0.13
-0.27 0.41 -0.26
-0.08 0.27 -0.08
0.30 0.11 0.53
-0.02 -0.06 0.09
-0.28 0.37 0.20
0.04 0.08 0.31
-0.56 0.17 0.17
-0.08 0.19 0.16

=====

Entry 6:
Computed, not measured: an isolated molecule of C4H9NO, with the ωB97M-V functional and the def2-TZVPD basis.

As for the spin multiplicity: 1. The HOMO energy is -8.14 eV. The LUMO energy comes out at 0.03732 hartree. Its orbital gap is 9.2 eV. The value obtained for the energy relative to the best compared isomer or geometry (same formula, charge and spin) is 83.9 kcal/mol. The electronic energy is -7828.68218 eV. As for the total charge: 0.

Last column: Mulliken charge in e.
CARTESIAN COORDINATES (ANGSTROEM)
C 2.492953 0.535063 -0.146296  -0.699
O 1.096436 0.459808 -0.201991  -0.358
C 0.641129 -0.871239 -0.065713  -0.023
C -0.830385 -1.018708 -0.016792  -0.791
C -2.711633 0.247847 0.506020  -0.758
N -1.455755 0.119452 -0.210235  0.018
H 2.942433 -0.028067 -0.977247  0.292
H 2.882637 0.126967 0.800688  0.289
H 2.771953 1.587892 -0.223710  0.232
H 0.958767 -1.277142 0.913841  0.300
H 1.060256 -1.535678 -0.834482  0.323
H -2.911239 -0.778624 0.812837  0.386
H -2.506657 0.848799 1.399262  0.261
H -3.548101 0.673937 -0.050708  0.264
H -0.958175 0.975424 -0.470514  0.264

Forces on the atoms, in the same order (eV/Å):
0.39 0.06 -0.03
-0.08 0.01 -0.17
0.03 -0.30 -0.09
0.12 0.39 0.00
-0.32 0.01 0.08
0.27 -0.36 0.40
0.05 0.11 0.11
-0.08 0.08 -0.15
0.02 -0.14 -0.01
0.09 0.05 -0.21
0.08 0.07 0.00
-0.42 0.23 0.08
-0.30 -0.04 -0.11
0.18 0.05 -0.16
-0.03 -0.20 0.26

=====

Entry 7:
Computed, not measured: an isolated molecule of C4H9NO, with the ωB97M-V functional and the def2-TZVPD basis.

As for the spin multiplicity: 1. The HOMO energy is -9.80 eV. As for the SMILES: CCCC(N)=O. The LUMO energy comes out at 0.03417 hartree. Its orbital gap is 10.7 eV. The value obtained for the energy relative to the best compared isomer or geometry (same formula, charge and spin) is 3.4 kcal/mol. The electronic energy is -7832.17267 eV. As for the total charge: 0.

Last column: Mulliken charge in e.
CARTESIAN COORDINATES (ANGSTROEM)
C 2.207953 0.182832 -0.331616  -1.287
C 0.759701 0.043952 -0.793448  -0.308
C -0.177850 -0.391895 0.345018  -0.352
C -1.440015 0.449100 0.437113  0.350
N -2.602742 -0.249063 0.571391  -0.372
O -1.405591 1.667219 0.445899  -0.617
H 2.869380 0.460474 -1.159147  0.356
H 2.581934 -0.753157 0.100150  0.317
H 2.288775 0.957138 0.439416  0.350
H 0.409805 1.002018 -1.190519  0.284
H 0.700389 -0.684149 -1.611568  0.290
H -0.406939 -1.461414 0.281371  0.278
H 0.325566 -0.242009 1.307971  0.274
H -3.458047 0.266863 0.688417  0.233
H -2.652322 -1.247912 0.469551  0.203

Forces on the atoms, in the same order (eV/Å):
0.09 0.01 0.02
-0.01 0.03 -0.09
0.08 -0.04 0.05
0.05 0.06 0.05
-0.07 0.02 0.00
-0.06 -0.38 -0.05
-0.10 -0.05 0.12
-0.05 0.10 -0.08
-0.01 -0.09 -0.11
0.07 -0.10 0.08
-0.01 0.13 0.10
-0.03 0.15 0.01
-0.05 0.00 -0.09
0.01 0.03 -0.05
0.10 0.14 0.05

=====

Entry 8:
Computed, not measured: an isolated molecule of C4H9NO, with the ωB97M-V functional and the def2-TZVPD basis.

As for the spin multiplicity: 1. The HOMO energy is -9.34 eV. As for the SMILES: CCN(C)C=O. The LUMO energy comes out at 0.03279 hartree. Its orbital gap is 10.2 eV. The value obtained for the energy relative to the best compared isomer or geometry (same formula, charge and spin) is 15.0 kcal/mol. The electronic energy is -7831.66762 eV. As for the total charge: 0.

Last column: Mulliken charge in e.
CARTESIAN COORDINATES (ANGSTROEM)
C 1.844587 0.071761 0.064407  -0.964
C 0.592572 0.229211 -0.793524  -0.616
N -0.637163 0.113506 -0.019580  0.130
C -1.353683 -1.141634 -0.023650  -0.858
C -1.027592 1.166826 0.741795  0.150
O -0.433818 2.227276 0.812584  -0.576
H 2.743496 0.077433 -0.561259  0.321
H 1.824896 -0.869141 0.625759  0.274
H 1.909577 0.901389 0.773746  0.295
H 0.557377 -0.532929 -1.579956  0.379
H 0.594407 1.211212 -1.276290  0.311
H -0.722090 -1.964033 0.335598  0.293
H -1.703841 -1.389942 -1.033281  0.301
H -2.225647 -1.068299 0.632668  0.296
H -1.963075 0.967362 1.300979  0.264

Forces on the atoms, in the same order (eV/Å):
0.03 0.01 0.05
0.06 0.00 -0.13
-0.02 0.21 0.13
-0.08 -0.11 0.02
0.06 0.00 -0.06
-0.16 -0.27 -0.03
-0.14 0.01 0.08
0.00 0.11 -0.10
0.00 -0.14 -0.08
0.00 0.10 0.11
0.02 -0.12 0.06
-0.08 0.12 -0.04
0.06 0.04 0.14
0.14 -0.01 -0.09
0.12 0.04 -0.07

=====

Entry 9:
Computed, not measured: an isolated molecule of C4H9NO at a distorted geometry, with the ωB97M-V functional and the def2-TZVPD basis.

As for the spin multiplicity: 1. The HOMO energy is -9.02 eV. As for the SMILES: CO[C@@H]1C[C@@H]1N. The LUMO energy comes out at 0.04109 hartree. Its orbital gap is 10.1 eV. The value obtained for the energy relative to the best compared isomer or geometry (same formula, charge and spin) is 60.9 kcal/mol. The electronic energy is -7829.67929 eV. As for the total charge: 0.

Last column: Mulliken charge in e.
CARTESIAN COORDINATES (ANGSTROEM)
C -0.828039 -0.240767 2.075344  -0.676
O -0.985716 0.131121 0.738212  -0.343
C -0.241960 -0.618872 -0.151299  -0.072
C 1.228030 -0.412399 -0.315823  -0.717
C 0.274677 0.090479 -1.333432  0.012
N 0.036088 1.509401 -1.439237  -0.598
H -0.916877 -1.356503 2.180534  0.303
H -1.697172 0.268539 2.609044  0.197
H 0.181584 0.179377 2.391180  0.258
H -0.594895 -1.653977 -0.319115  0.357
H 1.689397 0.396186 0.249807  0.308
H 1.846859 -1.294542 -0.549125  0.229
H 0.234805 -0.489741 -2.251541  0.278
H 0.691810 1.825526 -2.120943  0.221
H -0.918592 1.666172 -1.763606  0.242

Forces on the atoms, in the same order (eV/Å):
-0.12 0.56 0.70
-0.44 -0.02 -0.72
-0.50 -0.74 0.22
1.15 -0.07 0.47
-0.61 -0.13 -1.11
-0.20 -0.67 0.37
0.28 0.92 0.22
1.37 -0.72 -0.33
-1.20 -0.86 0.29
0.04 0.55 0.24
-0.04 -0.36 0.09
-0.29 0.67 0.19
-0.05 0.04 -0.11
0.18 0.73 -0.55
0.41 0.10 0.03

=====

Entry 10:
Computed, not measured: an isolated molecule of C4H9NO, with the ωB97M-V functional and the def2-TZVPD basis.

As for the spin multiplicity: 1. The HOMO energy is -9.21 eV. As for the SMILES: CC(=O)N(C)C. The LUMO energy comes out at 0.03193 hartree. Its orbital gap is 10.1 eV. The value obtained for the energy relative to the best compared isomer or geometry (same formula, charge and spin) is 14.5 kcal/mol. The electronic energy is -7831.69243 eV. As for the total charge: 0.

Last column: Mulliken charge in e.
CARTESIAN COORDINATES (ANGSTROEM)
C -0.955328 -0.803799 -1.631693  -1.054
C -0.707977 0.387011 -0.720294  0.863
O -1.251303 1.452524 -0.976711  -0.645
N 0.163068 0.262768 0.331438  0.027
C 0.792055 -0.948908 0.807178  -0.820
C 0.477821 1.443992 1.111789  -1.040
H -2.007079 -0.780603 -1.923780  0.310
H -0.718782 -1.789994 -1.229734  0.326
H -0.361201 -0.646637 -2.539950  0.233
H 0.531450 -1.117615 1.860579  0.296
H 0.475289 -1.822471 0.241555  0.248
H 1.885132 -0.870349 0.738922  0.288
H 1.566747 1.567595 1.179558  0.321
H 0.073052 1.355141 2.128571  0.317
H 0.037056 2.311344 0.622573  0.328

Forces on the atoms, in the same order (eV/Å):
-0.03 -0.04 -0.06
0.04 0.02 0.01
0.13 -0.25 0.05
-0.13 0.06 -0.16
0.04 -0.17 0.00
0.00 0.12 0.06
0.15 0.03 0.05
-0.05 0.21 -0.05
-0.08 -0.05 0.17
0.04 0.03 -0.14
0.07 0.15 0.08
-0.15 -0.01 0.01
-0.18 -0.03 -0.01
0.07 0.03 -0.13
0.08 -0.10 0.11